Entry from the Open Molecules 2025 dataset: 13 unconnected molecules or ions with the total composition C51H151N19O13P6 (wB97M-V/def2-TZVPD).

Computed properties:
- Total charge: 0
- 2S+1: 1
- LUMO: 0.3152 eV

Last columns: bonded neighbours and bond lengths (Å).
Positions of all 240 atoms, in Å:
1 O -7.323 0.897 2.667  P2 1.472
2 P -6.475 1.985 2.154  O1 1.472, N3 1.651, N6 1.740, N9 1.691
3 N -4.862 1.650 2.047  P2 1.651, C4 1.465, C5 1.501
4 C -4.060 2.068 3.200  N3 1.465, H12 1.079, H13 1.059, H14 1.100
5 C -4.547 0.270 1.549  N3 1.501, H15 1.105, H16 1.060, H17 1.084
6 N -6.627 3.411 3.140  P2 1.740, C7 1.456, C8 1.450
7 C -7.428 3.176 4.332  N6 1.456, H18 1.074, H19 1.119, H20 1.062
8 C -6.321 4.771 2.742  N6 1.450, H21 1.109, H22 1.047, H23 1.099
9 N -6.933 2.387 0.576  P2 1.691, C10 1.421, C11 1.430
10 C -6.101 3.203 -0.237  N9 1.421, H24 1.061, H25 1.115, H26 1.126
11 C -8.187 1.919 0.074  N9 1.430, H27 1.060, H28 1.080, H29 1.097
12 H -4.102 3.145 3.239  C4 1.079
13 H -3.045 1.780 3.102  C4 1.059
14 H -4.461 1.616 4.119  C4 1.100
15 H -4.830 -0.473 2.317  C5 1.105
16 H -3.514 0.298 1.310  C5 1.060
17 H -5.086 0.065 0.630  C5 1.084
18 H -7.496 2.140 4.605  C7 1.074
19 H -6.951 3.730 5.179  C7 1.119
20 H -8.408 3.586 4.324  C7 1.062
21 H -5.284 4.960 3.087  C8 1.109
22 H -6.426 4.987 1.723  C8 1.047
23 H -6.989 5.494 3.230  C8 1.099
24 H -5.621 2.626 -0.987  C10 1.061
25 H -6.664 4.059 -0.675  C10 1.115
26 H -5.228 3.575 0.370  C10 1.126
27 H -8.752 2.789 -0.141  C11 1.060
28 H -8.754 1.389 0.826  C11 1.080
29 H -8.003 1.207 -0.740  C11 1.097
30 O 6.929 -1.761 7.000  P31 1.451
31 P 5.488 -1.900 7.094  O30 1.451, N32 1.651, N35 1.691, N38 1.735
32 N 4.915 -0.394 7.450  P31 1.651, C33 1.439, C34 1.491
33 C 3.516 -0.062 7.496  N32 1.439, H41 1.104, H42 1.080, H43 1.058
34 C 5.846 0.698 7.854  N32 1.491, H44 1.069, H45 1.079, H46 1.089
35 N 5.056 -2.957 8.341  P31 1.691, C36 1.500, C37 1.460
36 C 3.624 -3.325 8.601  N35 1.500, H47 1.071, H48 1.069, H49 1.045
37 C 5.981 -3.121 9.459  N35 1.460, H50 1.082, H51 1.035, H52 1.115
38 N 4.602 -2.584 5.768  P31 1.735, C39 1.431, C40 1.430
39 C 4.924 -3.954 5.512  N38 1.431, H53 1.111, H54 1.114, H55 1.058
40 C 4.662 -1.798 4.575  N38 1.430, H56 1.042, H57 1.144, H58 1.113
41 H 3.256 0.237 8.527  C33 1.104
42 H 2.946 -0.872 7.066  C33 1.080
43 H 3.255 0.813 6.962  C33 1.058
44 H 6.875 0.518 7.624  C34 1.069
45 H 5.725 0.985 8.887  C34 1.079
46 H 5.583 1.595 7.296  C34 1.089
47 H 3.582 -4.022 9.413  C36 1.071
48 H 3.096 -2.448 8.909  C36 1.069
49 H 3.163 -3.821 7.805  C36 1.045
50 H 5.971 -4.167 9.735  C37 1.082
51 H 6.934 -2.917 9.110  C37 1.035
52 H 5.613 -2.561 10.349  C37 1.115
53 H 5.685 -4.044 4.708  C39 1.111
54 H 5.296 -4.452 6.437  C39 1.114
55 H 4.109 -4.577 5.253  C39 1.058
56 H 3.781 -2.014 4.062  C40 1.042
57 H 5.611 -1.921 3.949  C40 1.144
58 H 4.600 -0.707 4.786  C40 1.113
59 O -2.485 -1.672 -4.581  P60 1.479
60 P -3.422 -0.585 -4.224  O59 1.479, N61 1.707, N64 1.678, N67 1.703
61 N -4.471 -0.391 -5.557  P60 1.707, C62 1.448, C63 1.496
62 C -4.845 -1.589 -6.279  N61 1.448, H70 1.065, H71 1.159, H72 1.111
63 C -5.492 0.700 -5.488  N61 1.496, H73 1.134, H74 1.088, H75 1.074
64 N -2.967 1.014 -3.999  P60 1.678, C65 1.478, C66 1.445
65 C -2.152 1.481 -5.140  N64 1.478, H76 1.084, H77 1.096, H78 1.081
66 C -3.255 1.856 -2.860  N64 1.445, H79 1.080, H80 1.117, H81 1.090
67 N -4.239 -1.000 -2.789  P60 1.703, C68 1.424, C69 1.455
68 C -5.614 -0.673 -2.618  N67 1.424, H82 1.095, H83 1.072, H84 1.122
69 C -3.606 -1.849 -1.791  N67 1.455, H85 1.085, H86 1.069, H87 1.150
70 H -4.042 -2.285 -6.203  C62 1.065
71 H -5.193 -1.220 -7.321  C62 1.159
72 H -5.775 -2.079 -5.920  C62 1.111
73 H -6.492 0.170 -5.572  C63 1.134
74 H -5.512 1.417 -6.305  C63 1.088
75 H -5.387 1.207 -4.547  C63 1.074
76 H -1.883 2.517 -4.962  C65 1.084
77 H -1.278 0.855 -5.350  C65 1.096
78 H -2.727 1.437 -6.055  C65 1.081
79 H -3.921 2.649 -3.167  C66 1.080
80 H -3.845 1.172 -2.204  C66 1.117
81 H -2.373 2.264 -2.367  C66 1.090
82 H -5.780 0.047 -1.811  C68 1.095
83 H -6.139 -0.408 -3.515  C68 1.072
84 H -6.039 -1.607 -2.162  C68 1.122
85 H -2.726 -2.284 -2.254  C69 1.085
86 H -4.276 -2.633 -1.512  C69 1.069
87 H -3.316 -1.354 -0.795  C69 1.150
88 O 2.289 0.481 -6.161  P89 1.495
89 P 2.213 -0.843 -6.851  O88 1.495, N90 1.648, N93 1.700, N96 1.636
90 N 1.404 -0.747 -8.284  P89 1.648, C91 1.456, C92 1.503
91 C 2.146 -0.291 -9.450  N90 1.456, H99 1.118, H100 1.073, H101 1.104
92 C -0.006 -0.247 -8.137  N90 1.503, H102 1.077, H103 1.039, H104 1.085
93 N 1.238 -1.942 -5.996  P89 1.700, C94 1.437, C95 1.532
94 C 1.131 -1.834 -4.567  N93 1.437, H105 1.143, H106 1.130, H107 1.057
95 C 0.424 -3.127 -6.524  N93 1.532, H108 1.085, H109 1.094, H110 1.094
96 N 3.694 -1.390 -7.282  P89 1.636, C97 1.493, C98 1.442
97 C 4.898 -0.745 -6.680  N96 1.493, H111 1.081, H112 1.089, H113 1.101
98 C 3.870 -2.727 -7.792  N96 1.442, H114 1.115, H115 1.053, H116 1.109
99 H 1.444 -0.325 -10.319  C91 1.118
100 H 2.823 -1.057 -9.778  C91 1.073
101 H 2.553 0.732 -9.366  C91 1.104
102 H -0.481 -1.060 -7.615  C92 1.077
103 H -0.466 -0.127 -9.062  C92 1.039
104 H -0.130 0.669 -7.569  C92 1.085
105 H 1.625 -2.785 -4.172  C94 1.143
106 H 1.768 -0.926 -4.352  C94 1.130
107 H 0.118 -1.624 -4.348  C94 1.057
108 H -0.635 -2.925 -6.407  C95 1.085
109 H 0.657 -3.292 -7.580  C95 1.094
110 H 0.781 -3.946 -5.892  C95 1.094
111 H 4.675 0.172 -6.154  C97 1.081
112 H 5.309 -1.497 -6.008  C97 1.089
113 H 5.649 -0.564 -7.465  C97 1.101
114 H 3.067 -3.398 -7.406  C98 1.115
115 H 4.804 -3.059 -7.436  C98 1.053
116 H 3.928 -2.816 -8.895  C98 1.109
117 O -0.496 3.983 -1.423  P118 1.542
118 P 0.048 5.053 -0.454  O117 1.542, N119 1.614, N122 1.644, N125 1.631
119 N 1.465 4.753 0.260  P118 1.614, C120 1.453, C121 1.455
120 C 1.505 3.966 1.480  N119 1.453, H128 1.055, H129 1.106, H130 1.093
121 C 2.569 4.499 -0.653  N119 1.455, H131 1.037, H132 1.078, H133 1.096
122 N -1.051 5.316 0.738  P118 1.644, C123 1.457, C124 1.509
123 C -1.907 4.169 1.009  N122 1.457, H134 1.075, H135 1.044, H136 1.129
124 C -1.230 6.620 1.476  N122 1.509, H137 1.113, H138 1.054, H139 1.094
125 N 0.304 6.404 -1.331  P118 1.631, C126 1.472, C127 1.451
126 C -0.549 6.631 -2.510  N125 1.472, H140 1.072, H141 1.101, H142 1.126
127 C 1.214 7.487 -1.012  N125 1.451, H143 1.085, H144 1.091, H145 1.082
128 H 0.758 4.235 2.175  C120 1.055
129 H 2.474 4.063 2.003  C120 1.106
130 H 1.426 2.895 1.275  C120 1.093
131 H 3.435 5.042 -0.472  C121 1.037
132 H 2.271 4.820 -1.639  C121 1.078
133 H 2.748 3.431 -0.818  C121 1.096
134 H -1.365 3.297 0.690  C123 1.075
135 H -2.028 4.094 2.044  C123 1.044
136 H -2.909 4.316 0.510  C123 1.129
137 H -0.512 7.370 1.074  C124 1.113
138 H -2.200 6.955 1.239  C124 1.054
139 H -1.140 6.408 2.546  C124 1.094
140 H -1.101 5.740 -2.735  C126 1.072
141 H -1.218 7.492 -2.354  C126 1.101
142 H 0.147 6.810 -3.377  C126 1.126
143 H 1.711 7.229 -0.082  C127 1.085
144 H 0.573 8.359 -0.870  C127 1.091
145 H 1.892 7.752 -1.813  C127 1.082
146 O 6.919 -4.352 -1.688  P147 1.474
147 P 5.699 -3.593 -1.358  O146 1.474, N148 1.703, N151 1.640, N154 1.740
148 N 5.959 -2.717 0.079  P147 1.703, C149 1.441, C150 1.445
149 C 6.679 -3.351 1.154  N148 1.441, H157 1.121, H158 1.092, H159 1.063
150 C 5.345 -1.444 0.380  N148 1.445, H160 1.088, H161 1.068, H162 1.067
151 N 4.450 -4.640 -1.172  P147 1.640, C152 1.439, C153 1.530
152 C 3.384 -4.463 -0.223  N151 1.439, H163 1.077, H164 1.135, H165 1.108
153 C 4.728 -6.089 -1.576  N151 1.530, H166 1.090, H167 1.093, H168 1.059
154 N 5.097 -2.378 -2.449  P147 1.740, C155 1.506, C156 1.456
155 C 6.231 -1.550 -2.994  N154 1.506, H169 1.080, H170 1.059, H171 1.098
156 C 4.152 -2.716 -3.503  N154 1.456, H172 1.100, H173 1.114, H174 1.113
157 H 7.200 -4.278 0.798  C149 1.121
158 H 6.006 -3.747 1.916  C149 1.092
159 H 7.340 -2.716 1.694  C149 1.063
160 H 6.160 -0.731 0.478  C150 1.088
161 H 4.796 -1.505 1.295  C150 1.068
162 H 4.827 -1.028 -0.455  C150 1.067
163 H 2.524 -5.035 -0.525  C152 1.077
164 H 3.743 -4.805 0.798  C152 1.135
165 H 3.159 -3.378 -0.180  C152 1.108
166 H 3.776 -6.549 -1.841  C153 1.090
167 H 5.444 -6.189 -2.396  C153 1.093
168 H 5.147 -6.495 -0.692  C153 1.059
169 H 5.880 -0.587 -3.337  C155 1.080
170 H 6.903 -1.311 -2.212  C155 1.059
171 H 6.821 -1.971 -3.818  C155 1.098
172 H 3.692 -3.699 -3.324  C156 1.100
173 H 4.491 -2.824 -4.559  C156 1.114
174 H 3.366 -1.928 -3.489  C156 1.113
175 C -0.630 0.636 0.450  C176 1.542, H186 1.110, H187 1.040, H188 1.071
176 C 0.310 -0.483 -0.042  C175 1.542, C177 1.564, N181 1.476, C185 1.509
177 C 1.740 -0.007 0.376  C176 1.564, C178 1.573, H189 1.093, H190 1.042
178 C 1.891 -0.048 1.942  C177 1.573, C179 1.485, H191 1.089, H192 1.104
179 C 1.625 -1.426 2.428  C178 1.485, C180 1.565, H193 1.096, H194 1.053
180 C 0.163 -1.882 2.107  C179 1.565, N181 1.504, C183 1.547, C184 1.499
181 N 0.029 -1.776 0.613  C176 1.476, C180 1.504, O182 1.454
182 O -1.305 -2.231 0.257  N181 1.454, H204 0.977
183 C 0.150 -3.392 2.447  C180 1.547, H195 1.091, H196 1.136, H197 1.116
184 C -0.893 -1.222 2.941  C180 1.499, H198 1.117, H199 1.069, H200 1.085
185 C 0.213 -0.657 -1.537  C176 1.509, H201 1.107, H202 1.093, H203 1.086
186 H -1.717 0.471 0.293  C175 1.110
187 H -0.330 1.497 -0.050  C175 1.040
188 H -0.481 0.812 1.496  C175 1.071
189 H 2.538 -0.606 -0.072  C177 1.093
190 H 1.868 0.927 -0.068  C177 1.042
191 H 1.232 0.715 2.354  C178 1.089
192 H 2.954 0.177 2.137  C178 1.104
193 H 1.812 -1.428 3.508  C179 1.096
194 H 2.310 -2.134 2.059  C179 1.053
195 H -0.904 -3.668 2.484  C183 1.091
196 H 0.723 -3.949 1.640  C183 1.136
197 H 0.584 -3.719 3.421  C183 1.116
198 H -0.817 -1.537 4.011  C184 1.117
199 H -0.946 -0.161 2.824  C184 1.069
200 H -1.886 -1.576 2.682  C184 1.085
201 H -0.799 -0.979 -1.851  C185 1.107
202 H 0.837 -1.508 -1.822  C185 1.093
203 H 0.577 0.160 -2.153  C185 1.086
204 H -1.275 -2.973 -0.378  O182 0.977
205 C -0.869 -0.585 8.124  O206 1.415, H207 1.086, H208 1.110, H209 1.070
206 O -0.601 0.433 7.179  C205 1.415, H210 0.928
207 H -0.058 -1.293 7.979  C205 1.086
208 H -0.803 -0.233 9.175  C205 1.110
209 H -1.823 -1.067 8.082  C205 1.070
210 H -1.185 1.136 7.338  O206 0.928
211 C 3.803 1.306 -2.682  O212 1.408, H213 1.077, H214 1.069, H215 1.124
212 O 4.117 1.556 -4.032  C211 1.408, H216 0.991
213 H 4.738 1.371 -2.152  C211 1.077
214 H 2.995 1.950 -2.405  C211 1.069
215 H 3.434 0.263 -2.484  C211 1.124
216 H 3.554 1.043 -4.666  O212 0.991
217 C 0.789 3.149 -4.423  O218 1.402, H219 1.083, H220 1.103, H221 1.099
218 O 0.436 2.368 -3.314  C217 1.402, H222 0.985
219 H 1.253 2.463 -5.120  C217 1.083
220 H -0.065 3.715 -4.830  C217 1.103
221 H 1.629 3.843 -4.283  C217 1.099
222 H 0.107 2.977 -2.613  O218 0.985
223 C -4.691 1.312 6.779  O224 1.498, H225 1.121, H226 1.059, H227 1.138
224 O -3.291 1.233 6.251  C223 1.498, H228 0.947
225 H -5.385 0.661 6.187  C223 1.121
226 H -4.781 1.187 7.827  C223 1.059
227 H -4.951 2.411 6.641  C223 1.138
228 H -3.129 0.333 6.008  O224 0.947
229 C -8.695 -1.189 5.014  O230 1.429, H231 1.100, H232 1.090, H233 1.075
230 O -7.283 -1.163 4.795  C229 1.429, H234 0.951
231 H -9.086 -2.179 4.736  C229 1.100
232 H -8.929 -0.897 6.038  C229 1.090
233 H -9.166 -0.409 4.443  C229 1.075
234 H -7.081 -0.479 4.166  O230 0.951
235 C -2.755 -5.148 -2.503  O236 1.456, H237 1.139, H238 1.057, H239 1.167
236 O -1.725 -4.401 -1.794  C235 1.456, H240 0.981
237 H -2.323 -6.145 -2.847  C235 1.139
238 H -3.595 -5.371 -1.903  C235 1.057
239 H -3.238 -4.610 -3.420  C235 1.167
240 H -1.357 -3.784 -2.462  O236 0.981

Mulliken atomic charge list, values in e, 5 entries: -1.08, 0.25, 1.03, -0.59, 0.38